1.
DFT (wB97M-V/def2-TZVPD) results for a molecular structure, C16H31NP2RuSe in a non-equilibrium geometry.

Positions of all 52 atoms, in Å:
1 P -2.055 1.366 0.490
2 P 2.058 1.967 1.093
3 C -0.020 -0.326 0.598
4 C 1.203 0.201 1.277
5 H 0.150 -0.377 -0.559
6 H -0.600 -1.120 1.053
7 H 1.018 0.095 2.360
8 H 2.101 -0.309 0.913
9 C 3.156 1.887 -0.396
10 H 4.095 2.430 -0.208
11 H 2.645 2.375 -1.237
12 H 3.395 0.848 -0.665
13 C 3.179 1.651 2.543
14 H 3.989 0.969 2.256
15 H 2.629 1.191 3.372
16 H 3.626 2.564 2.945
17 C -3.123 1.134 -1.016
18 H -4.050 1.729 -1.086
19 H -3.392 0.081 -1.140
20 H -2.499 1.401 -1.878
21 C -2.805 0.264 1.751
22 H -2.197 0.318 2.659
23 H -2.778 -0.786 1.449
24 H -3.847 0.469 2.053
25 Ru -0.058 1.229 -0.480
26 C 1.282 -2.205 -0.298
27 C 1.585 -1.461 -1.397
28 C 1.149 -1.873 -2.745
29 C -0.349 -2.292 -2.774
30 C -1.252 -1.570 -1.824
31 C -1.635 -2.101 -0.670
32 C -1.026 -3.341 -0.066
33 C 0.519 -3.481 -0.259
34 C -2.412 3.064 1.100
35 H 1.836 -2.014 0.626
36 H 2.230 -0.579 -1.317
37 H 1.735 -2.722 -3.136
38 H 1.279 -1.019 -3.412
39 H -0.698 -2.096 -3.794
40 H -0.401 -3.374 -2.588
41 H -1.708 -0.642 -2.233
42 H -2.591 -1.811 -0.179
43 H -1.492 -4.255 -0.481
44 H -1.207 -3.358 1.018
45 H 0.867 -4.060 0.620
46 H 0.725 -4.094 -1.147
47 H -2.192 3.337 2.169
48 H -3.479 3.218 0.876
49 H -1.766 3.724 0.482
50 Se 1.781 5.694 1.977
51 C 0.990 4.418 1.013
52 N 0.407 3.642 0.295

- frontier orbital gap (alpha / beta) (eV) = 7.14 / 5.03
- HOMO (alpha / beta) (eV) = -14.3 / -14.3
- 2S+1 = 5
- DFT total energy (a.u.) = -3861.102480
- E_LUMO (alpha / beta) (eV) = -7.1 / -9.3
- charge = +2
- M (g mol⁻¹) = 479.409



2.
DFT (wB97M-V/def2-TZVPD) results for C15H18N4O4 in the gas phase in a non-equilibrium geometry.

Positions of all 41 atoms, in Å:
1 N 1.856 -1.416 2.215
2 C 0.930 -0.880 1.229
3 C 1.809 -1.281 -0.081
4 C 3.062 -0.507 -0.244
5 C 3.015 0.602 -1.267
6 C 4.178 1.423 -1.255
7 C 5.272 1.254 -0.357
8 O 6.384 2.022 -0.527
9 C 5.333 0.074 0.467
10 C 4.181 -0.807 0.425
11 C -0.559 -1.285 1.013
12 O -0.951 -2.424 1.330
13 N -1.479 -0.409 0.520
14 C -2.726 -0.919 0.006
15 C -3.295 0.164 -0.861
16 C -3.576 1.462 -0.301
17 C -4.790 2.054 0.081
18 N -4.345 3.279 0.764
19 C -3.112 3.394 0.548
20 N -2.548 2.325 -0.038
21 C -2.582 -2.073 -1.063
22 O -1.649 -2.258 -1.836
23 O -3.664 -2.947 -0.930
24 H 1.403 -2.291 2.446
25 H 1.776 -0.707 3.100
26 H 0.980 0.269 1.242
27 H 1.819 -2.449 -0.214
28 H 1.171 -1.018 -0.989
29 H 2.347 0.895 -2.085
30 H 4.444 2.132 -2.151
31 H 6.124 2.270 -1.523
32 H 6.133 -0.381 1.113
33 H 4.188 -1.767 1.133
34 H -1.112 0.570 0.588
35 H -3.408 -1.241 0.855
36 H -2.770 0.079 -1.744
37 H -4.220 -0.321 -1.152
38 H -5.888 1.790 -0.031
39 H -4.936 3.964 1.175
40 H -2.604 4.141 1.242
41 H -3.631 -3.583 -1.571

- frontier orbital gap (eV) = 8.57
- HOMO (eV) = -8.1
- 2S+1 = 1
- DFT total energy (a.u.) = -1102.257844
- E_LUMO (eV) = 0.5
- M (g mol⁻¹) = 318.333



3.
DFT (wB97M-V/def2-TZVPD) results for 2 unconnected molecules or ions with the total composition C3H9NO2.

Positions of all 15 atoms, in Å:
1 C -2.812 -0.478 -0.667
2 C -1.371 -0.356 -0.245
3 N -0.849 0.900 -0.321
4 O -0.708 -1.286 0.181
5 H -2.950 -0.087 -1.675
6 H -3.443 0.085 0.023
7 H -3.127 -1.511 -0.611
8 H 0.164 0.985 -0.260
9 H -1.325 1.603 -0.859
10 C 3.109 0.043 0.660
11 O 1.758 0.490 0.829
12 H 3.453 -0.496 1.541
13 H 3.700 0.952 0.579
14 H 3.198 -0.574 -0.234
15 H 1.203 -0.272 1.061

- frontier orbital gap (eV) = 10.78
- HOMO (eV) = -9.9
- 2S+1 = 1
- DFT total energy (a.u.) = -324.951002
- E_LUMO (eV) = 0.9
- M (g mol⁻¹) = 91.110



4.
DFT (wB97M-V/def2-TZVPD) results for C2H8N2O2 in the gas phase in a non-equilibrium geometry.

Positions of all 14 atoms, in Å:
1 C -0.254 0.980 -1.706
2 C -1.113 0.694 -0.520
3 N -0.201 -0.512 0.163
4 O -0.933 -1.607 0.669
5 O 0.498 0.089 1.261
6 N 1.538 -0.811 1.652
7 H -0.822 1.064 -2.633
8 H 0.377 0.008 -1.688
9 H 0.428 1.816 -1.555
10 H -2.052 0.201 -0.756
11 H -1.179 1.500 0.207
12 H -0.251 -2.242 0.945
13 H 2.409 -0.422 1.294
14 H 1.557 -0.760 2.668

- frontier orbital gap (eV) = 9.71
- HOMO (eV) = -8.6
- 2S+1 = 1
- DFT total energy (a.u.) = -340.798303
- E_LUMO (eV) = 1.1
- M (g mol⁻¹) = 92.098



5.
DFT (wB97M-V/def2-TZVPD) results for a molecular structure, C2H5N3O in a non-equilibrium geometry.

Positions of all 11 atoms, in Å:
1 C -0.395 0.747 -0.335
2 C 0.850 -1.372 0.403
3 H -0.361 1.992 -2.027
4 H -0.058 0.666 -1.364
5 H -0.512 -0.243 1.464
6 H 1.335 -1.206 -0.602
7 H 0.657 -2.266 2.248
8 N -1.030 1.802 -0.170
9 N 0.189 -0.108 0.663
10 N 0.728 -2.416 1.211
11 O -1.404 2.405 -1.491

- frontier orbital gap (eV) = 9.80
- HOMO (eV) = -9.4
- 2S+1 = 1
- DFT total energy (a.u.) = -318.537697
- E_LUMO (eV) = 0.4
- M (g mol⁻¹) = 87.082



Copy entry 1 word for word.
DFT (wB97M-V/def2-TZVPD) results for a molecular structure, C16H31NP2RuSe in a non-equilibrium geometry.

Positions of all 52 atoms, in Å:
1 P -2.055 1.366 0.490
2 P 2.058 1.967 1.093
3 C -0.020 -0.326 0.598
4 C 1.203 0.201 1.277
5 H 0.150 -0.377 -0.559
6 H -0.600 -1.120 1.053
7 H 1.018 0.095 2.360
8 H 2.101 -0.309 0.913
9 C 3.156 1.887 -0.396
10 H 4.095 2.430 -0.208
11 H 2.645 2.375 -1.237
12 H 3.395 0.848 -0.665
13 C 3.179 1.651 2.543
14 H 3.989 0.969 2.256
15 H 2.629 1.191 3.372
16 H 3.626 2.564 2.945
17 C -3.123 1.134 -1.016
18 H -4.050 1.729 -1.086
19 H -3.392 0.081 -1.140
20 H -2.499 1.401 -1.878
21 C -2.805 0.264 1.751
22 H -2.197 0.318 2.659
23 H -2.778 -0.786 1.449
24 H -3.847 0.469 2.053
25 Ru -0.058 1.229 -0.480
26 C 1.282 -2.205 -0.298
27 C 1.585 -1.461 -1.397
28 C 1.149 -1.873 -2.745
29 C -0.349 -2.292 -2.774
30 C -1.252 -1.570 -1.824
31 C -1.635 -2.101 -0.670
32 C -1.026 -3.341 -0.066
33 C 0.519 -3.481 -0.259
34 C -2.412 3.064 1.100
35 H 1.836 -2.014 0.626
36 H 2.230 -0.579 -1.317
37 H 1.735 -2.722 -3.136
38 H 1.279 -1.019 -3.412
39 H -0.698 -2.096 -3.794
40 H -0.401 -3.374 -2.588
41 H -1.708 -0.642 -2.233
42 H -2.591 -1.811 -0.179
43 H -1.492 -4.255 -0.481
44 H -1.207 -3.358 1.018
45 H 0.867 -4.060 0.620
46 H 0.725 -4.094 -1.147
47 H -2.192 3.337 2.169
48 H -3.479 3.218 0.876
49 H -1.766 3.724 0.482
50 Se 1.781 5.694 1.977
51 C 0.990 4.418 1.013
52 N 0.407 3.642 0.295

- frontier orbital gap (alpha / beta) (eV) = 7.14 / 5.03
- HOMO (alpha / beta) (eV) = -14.3 / -14.3
- 2S+1 = 5
- DFT total energy (a.u.) = -3861.102480
- E_LUMO (alpha / beta) (eV) = -7.1 / -9.3
- charge = +2
- M (g mol⁻¹) = 479.409



- Which value of 2S+1 does entry 3 give?
  1



- What is the formula in the first record?
  C16H31NP2RuSe